Entry 1:
This record from OMol25 describes a cluster of 2 separate species, C4H8O in total in a non-equilibrium geometry. The level of theory is ωB97M-V with the def2-TZVPD basis set.

F_max	3.9	eV Å⁻¹
ΔE to the lowest compared entry with this formula, charge and spin	3.2824	eV
electronic energy	-232.3250	hartree
LUMO energy	0.0138	hartree
E_HOMO	-8.09	eV

Element x y z (Å)
C (-1.76, -0.02, 0.18)
C (-0.40, 0.34, -0.37)
C (0.79, 0.31, 0.59)
C (1.81, -0.30, -0.34)
O (1.54, -1.22, -1.10)
H (-2.22, 0.69, 0.89)
H (-1.71, -0.99, 0.68)
H (-2.46, -0.13, -0.66)
H (0.23, -0.97, -1.04)
H (-0.40, 1.34, -0.87)
H (1.18, 1.24, 1.05)
H (0.60, -0.39, 1.42)
H (2.81, 0.11, -0.43)


Entry 2:
This record from OMol25 describes a structure of composition C46H35CuFN6O4P. The level of theory is ωB97M-V with the def2-TZVPD basis set.

F_max	0.6	eV Å⁻¹
<S²>	0.753
ΔE to the lowest compared entry with this formula, charge and spin	0.0706	eV
electronic energy	-4485.2690	hartree
LUMO energy (spin up / spin down)	0.0762 / 0.0762	hartree
net charge	-1
E_HOMO (spin up / spin down)	-4.95 / -5.06	eV
2S+1	2

Element x y z (Å)
Cu (1.32, -0.07, 1.64)
C (-3.02, 5.97, 1.87)
C (-3.84, 4.71, 2.07)
C (-4.69, 4.80, 3.33)
C (-5.59, 3.59, 3.45)
C (-4.77, 2.33, 3.37)
C (-5.22, 1.15, 3.94)
C (-4.45, 0.00, 3.87)
F (-4.94, -1.12, 4.43)
C (-3.23, -0.02, 3.26)
C (-2.75, 1.16, 2.69)
C (-1.41, 1.12, 2.04)
O (-0.80, 0.06, 2.05)
C (-0.99, 2.36, 1.45)
C (-1.81, 3.44, 1.53)
N (-3.01, 3.49, 2.14)
C (-3.51, 2.33, 2.73)
C (0.30, 2.57, 0.68)
O (0.41, 3.62, 0.03)
O (1.18, 1.66, 0.72)
H (-3.68, 6.83, 1.98)
H (-2.56, 6.03, 0.89)
H (-2.23, 6.05, 2.63)
H (-4.52, 4.59, 1.21)
H (-5.28, 5.72, 3.28)
H (-4.03, 4.88, 4.20)
H (-6.32, 3.60, 2.64)
H (-6.15, 3.60, 4.38)
H (-6.18, 1.12, 4.45)
H (-2.62, -0.91, 3.21)
H (-1.46, 4.33, 1.04)
C (5.54, 1.13, -2.40)
C (5.76, -0.22, -2.12)
C (4.99, -0.87, -1.18)
C (3.99, -0.17, -0.51)
C (3.76, 1.18, -0.78)
C (4.54, 1.82, -1.73)
N (3.12, -0.79, 0.46)
N (3.44, -1.95, 0.74)
C (2.55, -2.61, 1.64)
C (2.86, -3.94, 1.92)
C (2.03, -4.65, 2.76)
C (0.92, -4.01, 3.31)
C (0.64, -2.68, 3.02)
C (1.45, -1.94, 2.17)
H (6.15, 1.63, -3.15)
H (6.53, -0.76, -2.65)
H (5.14, -1.91, -0.95)
H (2.97, 1.70, -0.25)
H (4.36, 2.87, -1.94)
H (3.75, -4.39, 1.48)
H (2.24, -5.69, 3.00)
H (0.27, -4.57, 3.98)
H (-0.22, -2.21, 3.47)
O (-0.49, -1.44, -0.60)
P (-0.20, -1.57, -2.05)
C (-0.16, 0.00, -2.94)
C (0.60, 1.03, -2.36)
C (0.65, 2.28, -2.95)
C (-0.03, 2.51, -4.14)
C (-0.78, 1.50, -4.72)
C (-0.85, 0.25, -4.12)
C (1.38, -2.37, -2.40)
C (2.21, -2.00, -3.46)
C (3.38, -2.72, -3.71)
C (3.72, -3.79, -2.89)
C (2.91, -4.14, -1.82)
C (1.74, -3.43, -1.57)
C (-1.42, -2.61, -2.90)
C (-1.18, -3.19, -4.14)
C (-2.16, -3.97, -4.74)
C (-3.37, -4.18, -4.09)
C (-3.60, -3.61, -2.84)
C (-2.63, -2.82, -2.25)
H (1.11, 0.86, -1.42)
H (1.20, 3.07, -2.46)
H (0.01, 3.49, -4.60)
H (-1.33, 1.68, -5.64)
H (-1.46, -0.53, -4.57)
H (1.95, -1.16, -4.08)
H (4.02, -2.42, -4.52)
H (4.64, -4.33, -3.08)
H (3.19, -4.95, -1.17)
H (1.12, -3.68, -0.72)
H (-0.23, -3.05, -4.64)
H (-1.98, -4.43, -5.70)
H (-4.14, -4.80, -4.55)
H (-4.54, -3.78, -2.33)
H (-2.78, -2.38, -1.27)
N (5.24, 0.49, 6.38)
C (4.62, 0.92, 5.50)
N (3.99, 1.51, 4.50)
C (2.88, 1.06, 4.02)
N (1.85, 0.75, 3.56)


Entry 3:
This record from OMol25 describes a structure of composition C28H36AuN6O3P2S2 in a non-equilibrium geometry. The level of theory is ωB97M-V with the def2-TZVPD basis set.

F_max	2.1	eV Å⁻¹
<S²>	2.046
electronic energy	-3256.7981	hartree
LUMO energy (spin up / spin down)	-0.3397 / -0.4333	hartree
net charge	+3
E_HOMO (spin up / spin down)	-14.47 / -14.47	eV
2S+1	3

Element x y z (Å)
Au (0.06, 0.23, 0.64)
C (0.26, -3.92, 0.93)
N (0.71, -3.73, -0.42)
C (1.68, -4.69, -0.91)
P (-0.07, -2.64, -1.42)
O (-0.80, -1.62, -0.65)
O (1.14, -2.06, -2.32)
P (1.98, -0.71, -1.94)
O (1.93, -0.44, -0.48)
N (1.33, 0.44, -2.94)
C (1.53, 1.81, -2.50)
C (0.20, 0.19, -3.81)
N (3.51, -1.02, -2.45)
C (4.57, -1.37, -1.54)
C (3.78, -1.20, -3.86)
N (-1.02, -3.32, -2.61)
C (-0.50, -4.08, -3.72)
C (-2.41, -3.53, -2.29)
H (-0.13, -4.92, 1.09)
H (-0.51, -3.19, 1.15)
H (1.10, -3.77, 1.62)
H (1.33, -5.71, -0.75)
H (2.62, -4.57, -0.37)
H (1.86, -4.53, -1.97)
H (2.52, 1.89, -2.06)
H (0.80, 2.12, -1.74)
H (1.47, 2.47, -3.36)
H (0.35, -0.75, -4.34)
H (0.14, 0.99, -4.54)
H (-0.74, 0.13, -3.25)
H (4.24, -1.18, -0.52)
H (5.46, -0.79, -1.77)
H (4.83, -2.43, -1.64)
H (2.97, -0.77, -4.44)
H (3.88, -2.26, -4.10)
H (4.72, -0.71, -4.12)
H (0.55, -3.85, -3.89)
H (-1.07, -3.82, -4.62)
H (-0.62, -5.16, -3.56)
H (-2.66, -2.94, -1.41)
H (-2.63, -4.58, -2.11)
H (-3.03, -3.20, -3.13)
S (0.06, 0.17, 7.90)
C (0.88, -1.19, 8.45)
C (1.36, -1.99, 7.41)
C (1.05, -1.48, 6.16)
C (0.33, -0.29, 6.22)
C (-0.13, 0.51, 5.14)
C (0.05, 0.07, 3.80)
N (-0.36, 0.75, 2.76)
C (-1.00, 1.92, 2.93)
C (-1.23, 2.46, 4.22)
C (-1.93, 3.71, 4.33)
C (-2.41, 4.35, 3.24)
C (-2.20, 3.82, 1.92)
C (-2.65, 4.45, 0.76)
C (-2.37, 3.90, -0.49)
C (-1.66, 2.67, -0.51)
N (-1.23, 2.08, 0.57)
C (-1.47, 2.61, 1.79)
C (-2.74, 4.54, -1.72)
C (-2.49, 4.11, -3.02)
C (-2.91, 5.02, -3.98)
C (-3.48, 6.15, -3.43)
S (-3.52, 6.11, -1.74)
C (-0.77, 1.74, 5.32)
H (0.99, -1.38, 9.50)
H (1.91, -2.90, 7.58)
H (1.34, -1.96, 5.25)
H (0.53, -0.88, 3.60)
H (-2.07, 4.13, 5.32)
H (-2.94, 5.28, 3.34)
H (-3.20, 5.38, 0.83)
H (-1.46, 2.17, -1.44)
H (-2.03, 3.17, -3.26)
H (-2.79, 4.88, -5.04)
H (-3.88, 7.00, -3.96)
H (-0.91, 2.14, 6.32)


Entry 4:
This record from OMol25 describes a structure of composition C13H14MnN4O4. The level of theory is ωB97M-V with the def2-TZVPD basis set.

F_max	0.5	eV Å⁻¹
<S²>	0.763
ΔE to the lowest compared entry with this formula, charge and spin	0.0665	eV
electronic energy	-2174.8100	hartree
LUMO energy (spin up / spin down)	-0.0342 / -0.0338	hartree
E_HOMO (spin up / spin down)	-8.85 / -8.89	eV
2S+1	2

Element x y z (Å)
Mn (1.04, 1.04, -0.12)
N (-0.54, 2.14, -1.09)
C (-1.14, 3.07, -0.12)
C (-0.15, 3.33, 1.02)
O (-0.29, 4.30, 1.75)
N (0.76, 2.35, 1.15)
C (1.72, 2.38, 2.24)
C (2.68, 1.20, 2.08)
O (3.52, 0.97, 2.92)
O (2.47, 0.45, 1.03)
H (0.10, 2.63, -1.71)
H (-1.24, 1.70, -1.68)
H (-2.02, 2.60, 0.32)
H (-1.44, 4.02, -0.56)
H (1.23, 2.29, 3.22)
H (2.28, 3.32, 2.26)
N (-0.06, -0.41, 1.46)
C (-0.67, -1.50, 0.81)
C (-1.55, -2.37, 1.38)
C (-2.10, -3.44, 0.63)
C (-1.74, -3.63, -0.67)
C (-0.84, -2.73, -1.30)
C (-0.44, -2.85, -2.65)
C (0.41, -1.92, -3.17)
C (0.85, -0.85, -2.37)
N (0.49, -0.71, -1.11)
C (-0.33, -1.65, -0.56)
H (0.89, -0.63, 1.78)
H (-0.60, -0.04, 2.23)
H (-1.81, -2.26, 2.43)
H (-2.79, -4.12, 1.11)
H (-2.14, -4.45, -1.25)
H (-0.81, -3.68, -3.24)
H (0.76, -1.98, -4.20)
H (1.51, -0.10, -2.76)
O (1.99, 1.54, -1.27)


Entry 5:
This record from OMol25 describes a structure of composition C6H9NO in a non-equilibrium geometry. The level of theory is ωB97M-V with the def2-TZVPD basis set.

F_max	5.1	eV Å⁻¹
ΔE to the lowest compared entry with this formula, charge and spin	13.8880	eV
electronic energy	-363.5139	hartree
LUMO energy	-0.0964	hartree
E_HOMO	-7.23	eV

Element x y z (Å)
C (1.29, -1.01, 1.38)
C (1.89, -0.98, -0.02)
N (1.23, -0.90, -1.26)
C (-0.03, -0.20, -1.17)
C (1.39, 0.24, 0.75)
C (-1.18, 0.27, 0.86)
C (0.06, 0.57, 0.13)
H (1.52, -1.30, 2.41)
H (2.95, -1.17, -0.18)
H (-0.87, -0.88, -1.17)
H (2.19, 1.02, 0.71)
H (-1.26, -0.48, 1.70)
H (-0.64, 1.37, 0.72)
H (-0.15, 0.51, -2.01)
H (-3.32, 1.51, -2.00)
H (-2.16, 0.33, 0.40)
O (-2.90, 1.10, -1.25)


Entry 6:
This record from OMol25 describes an isolated molecule of C9H11NOS2 in a non-equilibrium geometry. The level of theory is ωB97M-V with the def2-TZVPD basis set.

F_max	4.7	eV Å⁻¹
ΔE to the lowest compared entry with this formula, charge and spin	4.5187	eV
electronic energy	-1275.7686	hartree
LUMO energy (spin up / spin down)	-0.0735 / -0.0735	hartree
E_HOMO (spin up / spin down)	-6.87 / -6.87	eV

Element x y z (Å)
C (3.08, -0.32, -0.67)
C (4.12, 0.49, -0.87)
C (2.65, 1.70, 0.17)
C (2.11, 0.42, 0.02)
C (-3.13, 0.31, -0.42)
C (-1.81, 0.24, 1.57)
C (0.88, -0.06, 0.67)
C (-3.61, -0.47, -1.62)
C (0.77, -1.53, 0.75)
N (-2.53, -0.42, 0.43)
O (3.81, 1.74, -0.44)
S (-3.33, 2.01, -0.31)
S (-0.23, 1.14, 1.10)
H (3.03, -1.37, -0.59)
H (5.05, 0.47, -1.53)
H (2.17, 2.62, 0.65)
H (-2.43, 1.06, 1.93)
H (-1.59, -0.49, 2.36)
H (-3.52, 0.19, -2.45)
H (-4.67, -0.60, -1.52)
H (-3.09, -1.36, -1.66)
H (1.75, -1.89, 1.17)
H (0.61, -1.98, -0.13)
H (-0.10, -1.89, 1.39)